DFT (ωB97M-V with the def2-TZVPD basis set) results for a 2-piece molecular cluster, CH6BNO2 overall at a distorted geometry.

Computed properties:
molar mass	74.88	g/mol
DFT total energy	-271.7694	hartree
F_max	0.1174	Eh/bohr
lowest unoccupied orbital energy	0.262	eV
energy above the lowest of the compared OMol25 structures with the same formula, charge and spin	43.14	kcal per mole

Atoms and positions in Å:
B  0.498  0.390  0.123
C  -1.536  -0.562  -0.911
N  -0.603  -0.339  0.225
O  1.603  -0.065  2.110
O  1.253  1.288  -0.504
H  -1.041  -0.044  -1.724
H  -1.411  -1.542  -1.247
H  -2.578  -0.395  -0.785
H  -0.711  -0.885  1.040
H  2.407  0.540  2.070
H  2.118  1.613  -0.397

DFT (ωB97M-V with the def2-TZVPD basis set) results for a 2-piece molecular cluster, CH6BrN2 overall at a distorted geometry.

Computed properties:
molar mass	125.98	g/mol
DFT total energy	-2724.9232	hartree
F_max	0.1183	Eh/bohr
charge	+1
lowest unoccupied orbital energy	-4.134	eV
energy above the lowest of the compared OMol25 structures with the same formula, charge and spin	35.16	kcal per mole

Atoms and positions in Å:
C  2.536  0.998  -0.239
N  2.073  0.131  0.515
N  -1.071  0.822  -0.369
Br  1.581  2.454  -0.773
H  3.617  0.994  -0.582
H  2.745  -0.506  0.834
H  -2.075  0.400  -0.165
H  -1.563  1.777  -0.522
H  -0.792  0.474  -1.305
H  -0.196  0.686  0.119

DFT (ωB97M-V with the def2-TZVPD basis set) results for a 2-piece molecular cluster, CH6ClNOP4 overall at a distorted geometry.

Computed properties:
molar mass	207.41	g/mol
DFT total energy	-1997.1958	hartree
F_max	0.1145	Eh/bohr
lowest unoccupied orbital energy	-1.056	eV
energy above the lowest of the compared OMol25 structures with the same formula, charge and spin	2.99	kcal per mole

Atoms and positions in Å:
C  -2.432  -0.894  0.579
N  -1.499  -0.162  0.850
O  1.945  1.855  1.766
P  1.357  -1.278  -2.194
P  0.500  1.590  1.806
P  0.750  0.616  -1.128
P  0.180  -0.359  0.743
Cl  -1.279  -2.638  -0.854
H  -3.381  -1.293  0.399
H  1.927  -0.641  -3.242
H  0.062  -1.525  -2.781
H  -0.387  2.486  1.485
H  0.093  1.390  3.180
H  2.163  0.853  -0.609

DFT (ωB97M-V with the def2-TZVPD basis set) results for a 3-piece molecular cluster, CH6FN4O overall at a distorted geometry.

Computed properties:
molar mass	109.08	g/mol
DFT total energy	-435.4199	hartree
F_max	0.0934	Eh/bohr
charge	+1
lowest unoccupied orbital energy (spin up / spin down)	-5.588 / -5.586	eV
energy above the lowest of the compared OMol25 structures with the same formula, charge and spin	28.97	kcal per mole

Atoms and positions in Å:
C  0.272  1.185  -0.419
N  2.572  0.660  -0.748
N  -2.266  -0.159  -0.608
N  1.334  1.041  -0.938
N  -3.234  0.164  0.183
O  -0.883  1.188  -0.175
F  3.083  -1.287  2.337
H  2.737  0.011  -0.026
H  3.106  0.697  -1.715
H  -2.418  0.257  -1.578
H  3.792  -1.669  2.878
H  -3.931  0.881  0.047
H  -3.413  -0.181  1.109

DFT (ωB97M-V with the def2-TZVPD basis set) results for an isolated ion of composition CH6IN4 and charge +1 at a distorted geometry.

Computed properties:
molar mass	200.99	g/mol
DFT total energy	-558.0726	hartree
F_max	0.1215	Eh/bohr
charge	+1
lowest unoccupied orbital energy	-4.140	eV
energy above the lowest of the compared OMol25 structures with the same formula, charge and spin	24.72	kcal per mole

Atoms and positions in Å:
N  0.000  1.312  2.529
N  -0.534  0.960  1.414
N  0.067  0.152  0.638
C  -0.688  -0.505  -0.310
N  0.058  -0.685  -1.655
I  -2.730  0.414  -0.927
H  0.907  1.319  2.934
H  -0.693  1.859  3.123
H  -0.918  -1.517  0.024
H  0.082  0.088  -2.219
H  -0.141  -1.576  -2.048
H  0.968  -0.865  -1.168

DFT (ωB97M-V with the def2-TZVPD basis set) results for a 2-piece molecular cluster, CH6IN4 overall at a distorted geometry.

Computed properties:
molar mass	200.99	g/mol
DFT total energy	-558.0673	hartree
F_max	0.0609	Eh/bohr
charge	+1
lowest unoccupied orbital energy	-3.654	eV
energy above the lowest of the compared OMol25 structures with the same formula, charge and spin	28.04	kcal per mole

Atoms and positions in Å:
C  0.754  -0.793  -0.463
N  -0.104  -1.408  -1.194
N  1.503  -0.080  0.076
N  -2.108  0.509  0.117
N  2.342  0.796  0.555
I  -1.772  0.153  2.102
H  -1.056  -1.703  -0.931
H  -3.082  0.749  -0.150
H  -1.593  1.419  -0.097
H  3.023  0.427  1.223
H  1.827  1.580  0.939
H  0.265  -1.648  -2.179

DFT (ωB97M-V with the def2-TZVPD basis set) results for a 2-piece molecular cluster, CH6N2 overall at a distorted geometry.

Computed properties:
molar mass	46.07	g/mol
DFT total energy	-150.9780	hartree
F_max	0.0723	Eh/bohr
lowest unoccupied orbital energy (spin up / spin down)	1.064 / -0.537	eV
2S+1	3
energy above the lowest of the compared OMol25 structures with the same formula, charge and spin	44.50	kcal per mole

Atoms and positions in Å:
C  0.376  -0.491  1.141
N  -0.767  0.642  -1.236
N  -0.244  -0.501  -0.792
H  -0.483  -0.250  1.724
H  0.785  -1.446  1.142
H  1.287  0.054  1.076
H  -1.495  0.911  -0.590
H  -0.189  1.471  -1.444
H  0.730  -0.389  -1.022

DFT (ωB97M-V with the def2-TZVPD basis set) results for a 2-piece molecular cluster, CH6N2O overall at a distorted geometry.

Computed properties:
molar mass	62.07	g/mol
DFT total energy	-226.4451	hartree
F_max	0.0306	Eh/bohr
lowest unoccupied orbital energy	0.964	eV
energy above the lowest of the compared OMol25 structures with the same formula, charge and spin	14.06	kcal per mole

Atoms and positions in Å:
H  -0.135  2.170  -0.352
N  -0.027  1.189  -0.233
C  0.774  0.653  0.608
N  0.822  -0.703  0.712
H  1.496  1.170  1.241
H  0.082  -1.361  0.512
H  1.598  -1.061  1.241
O  -1.766  -0.911  -1.066
H  -1.369  -0.082  -0.710
H  -1.476  -1.063  -1.952

DFT (ωB97M-V with the def2-TZVPD basis set) results for a 2-piece molecular cluster, CH6N2O overall at a distorted geometry.

Computed properties:
molar mass	62.07	g/mol
DFT total energy	-226.4407	hartree
F_max	0.0902	Eh/bohr
lowest unoccupied orbital energy	0.871	eV
energy above the lowest of the compared OMol25 structures with the same formula, charge and spin	16.85	kcal per mole

Atoms and positions in Å:
N  -0.676  -0.493  -0.709
C  -1.655  0.142  -0.044
O  -1.473  1.169  0.676
H  -0.855  -1.329  -1.255
H  0.303  -0.182  -0.681
H  -2.649  -0.388  -0.116
N  1.511  0.108  0.332
H  1.840  -0.460  1.124
H  1.259  0.959  0.889
H  2.396  0.473  -0.216

DFT (ωB97M-V with the def2-TZVPD basis set) results for CH6N2O3 in the gas phase at a distorted geometry.

Computed properties:
molar mass	94.07	g/mol
DFT total energy	-376.8179	hartree
F_max	0.0281	Eh/bohr
lowest unoccupied orbital energy	0.710	eV
energy above the lowest of the compared OMol25 structures with the same formula, charge and spin	54.78	kcal per mole

Atoms and positions in Å:
N  -0.325  0.156  -1.385
C  -0.567  0.061  -0.010
N  -0.761  1.269  0.640
O  -1.485  -0.876  0.320
O  0.954  -0.134  0.797
O  1.873  -1.218  0.565
H  0.179  -0.649  -1.734
H  0.187  0.998  -1.611
H  -1.364  1.138  1.443
H  0.185  1.531  0.994
H  -1.569  -1.530  -0.385
H  2.694  -0.747  0.365

DFT (ωB97M-V with the def2-TZVPD basis set) results for CH6N2OS in the gas phase at a distorted geometry.

Computed properties:
molar mass	94.14	g/mol
DFT total energy	-624.5950	hartree
F_max	0.0578	Eh/bohr
lowest unoccupied orbital energy	0.679	eV
energy above the lowest of the compared OMol25 structures with the same formula, charge and spin	32.64	kcal per mole

Atoms and positions in Å:
C  -0.765  -0.419  0.392
N  -1.908  0.538  -0.067
N  1.746  -0.784  -0.323
O  0.739  1.561  -0.458
S  0.881  0.470  0.500
H  -0.669  -1.189  -0.366
H  -1.024  -0.836  1.358
H  -2.111  1.171  0.700
H  -1.514  1.095  -0.822
H  2.465  -1.187  0.260
H  2.159  -0.421  -1.173

DFT (ωB97M-V with the def2-TZVPD basis set) results for a 2-piece molecular cluster, CH6N2P overall at a distorted geometry.

Computed properties:
molar mass	77.05	g/mol
DFT total energy	-492.2013	hartree
F_max	0.0697	Eh/bohr
charge	+1
lowest unoccupied orbital energy	-4.509	eV
energy above the lowest of the compared OMol25 structures with the same formula, charge and spin	61.26	kcal per mole

Atoms and positions in Å:
C  2.243  -0.222  0.190
N  3.458  0.047  -0.226
N  1.159  -0.306  0.549
P  -2.919  -0.009  0.118
H  4.081  0.694  0.311
H  -2.248  -1.148  -0.220
H  -2.179  0.991  0.631
H  -4.274  -0.085  0.687
H  3.748  -0.620  -1.063
H  -3.069  0.658  -0.977

DFT (ωB97M-V with the def2-TZVPD basis set) results for an isolated ion of composition CH6N3 and charge +1 at a distorted geometry.

Computed properties:
molar mass	60.08	g/mol
DFT total energy	-205.7244	hartree
F_max	0.0419	Eh/bohr
charge	+1
lowest unoccupied orbital energy	-4.597	eV
energy above the lowest of the compared OMol25 structures with the same formula, charge and spin	20.70	kcal per mole

Atoms and positions in Å:
N  -0.967  -0.800  0.589
C  -0.091  0.008  0.014
N  0.191  1.239  0.446
N  0.515  -0.375  -1.142
H  -1.488  -1.377  -0.057
H  -0.948  -1.344  1.445
H  -0.504  1.799  0.938
H  1.138  1.518  0.612
H  0.898  0.406  -1.668
H  1.257  -1.075  -1.177

DFT (ωB97M-V with the def2-TZVPD basis set) results for an isolated ion of composition CH6N3 and charge +1 at a distorted geometry.

Computed properties:
molar mass	60.08	g/mol
DFT total energy	-205.5702	hartree
F_max	0.0822	Eh/bohr
charge	+1
lowest unoccupied orbital energy	-4.165	eV
energy above the lowest of the compared OMol25 structures with the same formula, charge and spin	117.49	kcal per mole

Atoms and positions in Å:
C  -0.135  -1.111  1.679
N  -0.141  -0.227  0.693
N  0.556  -0.430  -0.379
N  0.443  0.613  -1.323
H  0.598  -1.879  1.709
H  -0.519  -0.688  2.548
H  -0.881  0.553  0.625
H  1.212  1.219  -1.118
H  -0.427  1.160  -1.206
H  0.523  0.380  -2.255

DFT (ωB97M-V with the def2-TZVPD basis set) results for an isolated ion of composition CH6N3O and charge +1 at a distorted geometry.

Computed properties:
molar mass	76.08	g/mol
DFT total energy	-280.8892	hartree
F_max	0.1448	Eh/bohr
charge	+1
lowest unoccupied orbital energy	-3.672	eV
energy above the lowest of the compared OMol25 structures with the same formula, charge and spin	27.73	kcal per mole

Atoms and positions in Å:
N  0.354  1.545  0.117
C  -0.015  0.269  -0.019
N  -1.145  -0.124  -0.606
N  0.879  -0.814  0.583
O  0.415  -2.082  0.383
H  1.321  1.890  0.152
H  -0.169  2.372  0.009
H  -1.638  0.201  -1.418
H  -1.568  -1.048  -0.487
H  1.381  -0.469  1.367
H  1.071  -2.650  0.784

DFT (ωB97M-V with the def2-TZVPD basis set) results for a 2-piece molecular cluster, CH6N3S overall at a distorted geometry.

Computed properties:
molar mass	92.15	g/mol
DFT total energy	-603.8453	hartree
F_max	0.0595	Eh/bohr
charge	+1
lowest unoccupied orbital energy	-3.616	eV
energy above the lowest of the compared OMol25 structures with the same formula, charge and spin	33.54	kcal per mole

Atoms and positions in Å:
C  -0.259  -1.501  0.278
N  0.041  -0.319  -0.119
N  0.594  2.164  -0.533
N  -1.170  -2.245  0.818
S  1.351  -1.559  -0.431
H  0.054  1.144  -0.414
H  1.141  2.087  0.307
H  0.209  3.113  -0.443
H  1.105  2.180  -1.407
H  -1.822  -1.839  1.440
H  -1.244  -3.226  0.505

DFT (ωB97M-V with the def2-TZVPD basis set) results for an isolated ion of composition CH6N3S and charge +1 at a distorted geometry.

Computed properties:
molar mass	92.15	g/mol
DFT total energy	-603.8005	hartree
F_max	0.0738	Eh/bohr
charge	+1
lowest unoccupied orbital energy (spin up / spin down)	-6.746 / -6.745	eV
energy above the lowest of the compared OMol25 structures with the same formula, charge and spin	61.64	kcal per mole

Atoms and positions in Å:
C  -0.701  0.408  -0.543
N  -1.405  -0.361  0.423
N  0.626  1.030  -0.017
N  1.678  -1.083  -0.167
S  2.103  0.346  0.073
H  -0.494  -0.201  -1.401
H  -1.409  1.150  -0.797
H  -1.164  -1.344  0.801
H  0.516  1.968  0.318
H  2.091  -1.990  0.049
H  -1.841  0.077  1.260

DFT (ωB97M-V with the def2-TZVPD basis set) results for CH6N4 as an isolated structure at a distorted geometry.

Computed properties:
molar mass	74.09	g/mol
DFT total energy	-260.5503	hartree
F_max	0.1417	Eh/bohr
lowest unoccupied orbital energy (spin up / spin down)	0.693 / 0.693	eV
energy above the lowest of the compared OMol25 structures with the same formula, charge and spin	95.10	kcal per mole

Atoms and positions in Å:
N  0.107  0.464  -0.625
C  -0.044  -0.348  0.366
N  -1.653  0.684  -1.148
N  1.822  -0.461  0.395
N  -0.718  -0.597  1.354
H  0.361  0.138  -1.545
H  -2.245  -0.072  -0.796
H  -1.907  1.493  -0.578
H  2.249  0.300  0.917
H  2.311  -0.557  -0.492
H  -0.284  -1.044  2.152

DFT (ωB97M-V with the def2-TZVPD basis set) results for CH6N4O in the gas phase at a distorted geometry.

Computed properties:
molar mass	90.09	g/mol
DFT total energy	-335.8616	hartree
F_max	0.0674	Eh/bohr
lowest unoccupied orbital energy	0.839	eV
energy above the lowest of the compared OMol25 structures with the same formula, charge and spin	84.73	kcal per mole

Atoms and positions in Å:
H  -2.602  0.793  0.114
N  -1.658  1.078  0.112
N  -1.060  -0.026  -0.126
O  -1.687  -1.129  -0.125
C  0.564  -0.056  -0.402
N  1.233  1.054  0.120
N  0.985  -1.326  0.006
H  0.408  0.052  -1.551
H  0.952  2.040  -0.056
H  1.255  1.071  1.163
H  1.202  -1.378  1.061
H  0.409  -2.171  -0.315

DFT (ωB97M-V with the def2-TZVPD basis set) results for a 2-piece molecular cluster, CH6N4O3P overall at a distorted geometry.

Computed properties:
molar mass	153.06	g/mol
DFT total energy	-827.8033	hartree
F_max	0.1181	Eh/bohr
charge	-1
lowest unoccupied orbital energy (spin up / spin down)	3.753 / 3.290	eV
2S+1	3

Atoms and positions in Å:
C  -1.112  -0.236  -0.801
N  -2.405  -0.011  -0.837
N  -0.341  0.938  -1.084
N  0.656  -1.513  -0.591
N  -0.692  -1.404  -0.624
O  2.067  1.692  0.147
O  0.344  0.683  1.801
O  2.862  -0.173  1.675
P  1.539  0.588  0.924
H  -2.959  -0.854  -0.824
H  -2.851  0.768  -0.431
H  0.608  0.844  -0.901
H  -0.985  1.740  -0.786
H  0.814  -2.243  0.141
H  2.454  -0.819  2.190